Record 1
Molecular formula: C36H101N5O12
Method: DFT, ωB97M-V with the def2-TZVPD basis set

Geometry as ORCA input:
```
! wB97M-V def2-TZVPD RIJCOSX def2/J DEFGRID3
* xyz 0 1
C -3.742 -1.882 -4.507
O -3.547 -1.178 -3.305
C -2.687 -0.076 -3.170
C -1.243 -0.403 -2.726
C -1.140 -1.346 -1.528
N -0.494 0.767 -2.486
H -2.872 -2.277 -5.018
H -4.153 -1.128 -5.199
H -4.506 -2.665 -4.280
H -2.588 0.592 -4.043
H -3.158 0.428 -2.240
H -0.827 -1.015 -3.495
H -0.058 -1.708 -1.422
H -1.711 -2.287 -1.614
H -1.374 -0.864 -0.529
H -0.334 1.322 -3.340
H -0.964 1.309 -1.767
C -1.291 3.829 2.808
O -1.060 3.085 3.948
C -2.059 3.156 4.954
C -1.681 2.265 6.150
C -1.769 0.825 5.778
N -2.606 2.753 7.235
H -0.774 4.836 2.912
H -2.340 4.029 2.562
H -0.808 3.318 1.960
H -2.076 4.191 5.315
H -3.059 2.899 4.611
H -0.602 2.524 6.403
H -0.940 0.506 5.146
H -2.652 0.615 5.180
H -1.850 0.226 6.688
H -2.796 1.957 7.827
H -2.283 3.561 7.823
C -0.973 -2.688 1.624
O -0.299 -1.463 1.411
C 0.829 -1.381 2.256
C 1.662 -0.074 1.937
C 3.049 -0.049 2.570
N 0.953 1.068 2.427
H -2.027 -2.577 1.226
H -1.074 -2.882 2.653
H -0.502 -3.492 1.128
H 0.560 -1.453 3.287
H 1.542 -2.253 2.113
H 1.744 0.025 0.840
H 3.726 -0.583 1.922
H 3.064 -0.428 3.571
H 3.492 0.922 2.446
H -0.031 0.987 2.251
H 1.041 1.175 3.446
C 1.494 -1.918 -4.852
O 2.136 -2.068 -3.614
C 2.954 -0.897 -3.262
C 3.780 -1.294 -2.032
C 2.916 -1.898 -0.902
N 4.535 -0.138 -1.520
H 0.962 -2.933 -5.037
H 2.180 -1.646 -5.656
H 0.756 -1.123 -4.732
H 3.517 -0.520 -4.107
H 2.205 -0.018 -2.963
H 4.541 -2.005 -2.386
H 2.392 -2.790 -1.207
H 2.187 -1.183 -0.624
H 3.530 -2.134 -0.065
H 4.624 -0.313 -0.548
H 3.990 0.718 -1.633
C -1.466 4.121 -1.390
O -0.164 3.635 -1.683
C 0.828 4.195 -0.837
C 2.161 3.730 -1.380
C 2.495 4.214 -2.817
N 2.367 2.284 -1.328
H -1.556 5.179 -1.619
H -1.679 4.002 -0.277
H -2.279 3.647 -1.973
H 0.823 5.323 -0.791
H 0.644 3.818 0.184
H 2.977 4.184 -0.838
H 1.942 3.476 -3.438
H 3.585 4.196 -2.968
H 2.160 5.202 -3.026
H 1.579 1.792 -1.725
H 2.566 2.017 -0.374
C -7.996 0.616 -0.558
C -8.447 1.536 0.639
C -7.923 1.019 1.968
O -7.848 2.796 0.504
H -8.308 -0.395 -0.194
H -6.890 0.407 -0.526
H -8.401 0.777 -1.530
H -9.512 1.513 0.637
H -6.871 1.182 2.075
H -8.247 0.015 2.169
H -8.369 1.636 2.773
H -7.938 3.154 -0.419
C 7.910 1.154 -3.833
C 7.329 -0.243 -3.968
C 8.141 -1.049 -4.985
O 7.207 -0.823 -2.730
H 9.035 1.087 -3.736
H 7.482 1.574 -2.912
H 7.639 1.854 -4.567
H 6.355 -0.084 -4.449
H 7.893 -2.090 -5.054
H 9.227 -0.776 -4.941
H 7.612 -0.780 -5.985
H 6.464 -0.347 -2.275
C 9.907 -1.072 0.315
C 10.139 -2.425 -0.215
O 9.052 -2.932 -1.069
H 10.672 -0.845 1.044
H 9.020 -0.929 0.961
H 9.958 -0.349 -0.443
H 10.175 -3.120 0.601
H 11.132 -2.448 -0.804
H 8.582 -2.380 -1.618
C 3.812 4.843 4.108
C 2.611 4.338 3.382
O 3.008 3.430 2.340
H 4.591 5.217 3.425
H 4.358 4.079 4.623
H 3.499 5.596 4.827
H 2.050 5.104 2.840
H 1.880 3.984 4.083
H 2.260 2.926 2.038
C -5.505 -4.235 -1.544
C -5.573 -2.957 -0.791
O -4.330 -2.279 -0.637
H -6.440 -4.459 -2.015
H -5.156 -5.060 -0.977
H -4.736 -4.007 -2.320
H -6.059 -2.973 0.190
H -6.252 -2.261 -1.357
H -4.050 -1.870 -1.486
C -6.418 -7.237 1.057
C -5.997 -8.555 0.426
O -5.289 -9.393 1.304
H -6.791 -6.663 0.202
H -5.602 -6.681 1.477
H -7.144 -7.323 1.824
H -5.416 -8.410 -0.498
H -6.886 -9.137 0.159
H -4.392 -9.470 0.971
C -3.288 0.584 2.304
C -3.133 0.847 0.816
O -1.809 1.308 0.563
H -3.405 1.512 2.833
H -2.420 0.182 2.736
H -4.181 -0.054 2.407
H -3.847 1.533 0.458
H -3.256 -0.072 0.222
H -1.270 0.507 0.818
*
```

The energy above the lowest of the compared OMol25 structures with the same formula, charge and spin is 294.49 kJ/mol. Its orbital gap is 9.4 eV. As for the maximum force: 4.78 eV Å⁻¹. The HOMO energy comes out at -8.92 eV. The value obtained for the LUMO energy is 0.5 eV.



Record 2
Molecular formula: C36H101N7O15
Method: DFT, ωB97M-V with the def2-TZVPD basis set

Geometry as ORCA input:
```
! wB97M-V def2-TZVPD RIJCOSX def2/J DEFGRID3
* xyz 0 1
C 1.720 0.090 -1.344
O 0.615 0.049 -0.445
C 0.399 -1.194 0.202
C -0.751 -1.015 1.162
C -0.471 0.181 2.117
N -0.924 -2.233 1.987
H 1.524 -0.573 -2.194
H 2.669 -0.159 -0.881
H 1.678 1.110 -1.718
H 0.150 -1.935 -0.572
H 1.312 -1.546 0.694
H -1.695 -0.737 0.683
H -0.430 1.104 1.538
H 0.564 0.042 2.456
H -1.146 0.241 2.953
H -0.028 -2.448 2.436
H -1.466 -1.968 2.813
C 7.818 2.457 -4.818
O 6.635 1.697 -4.662
C 6.353 1.446 -3.306
C 5.047 0.655 -3.182
C 3.850 1.526 -3.583
N 4.848 0.123 -1.830
H 8.670 1.826 -4.532
H 7.848 3.366 -4.213
H 7.913 2.673 -5.879
H 7.132 0.814 -2.854
H 6.278 2.402 -2.768
H 5.115 -0.169 -3.900
H 4.142 2.208 -4.384
H 3.468 2.037 -2.700
H 3.047 0.935 -4.031
H 4.527 0.918 -1.278
H 5.750 -0.094 -1.412
C -3.846 0.938 -0.883
O -4.293 -0.248 -1.524
C -5.261 -0.924 -0.752
C -5.542 -2.311 -1.319
C -6.428 -3.155 -0.403
N -4.321 -3.022 -1.721
H -2.935 1.281 -1.377
H -3.601 0.803 0.174
H -4.616 1.697 -1.050
H -4.897 -1.076 0.277
H -6.203 -0.364 -0.679
H -6.076 -2.177 -2.271
H -6.052 -3.055 0.621
H -6.385 -4.204 -0.679
H -7.435 -2.742 -0.440
H -3.909 -3.423 -0.876
H -3.669 -2.311 -2.030
C -2.367 2.021 4.496
O -1.587 3.199 4.533
C -2.382 4.365 4.720
C -3.166 4.814 3.482
C -2.314 4.839 2.231
N -3.709 6.167 3.694
H -3.040 2.055 3.632
H -2.939 1.947 5.429
H -1.735 1.146 4.420
H -3.115 4.151 5.510
H -1.689 5.143 5.045
H -4.021 4.140 3.382
H -1.389 5.384 2.428
H -2.850 5.331 1.418
H -2.112 3.828 1.881
H -4.206 6.249 4.576
H -2.925 6.809 3.780
C -3.998 -1.219 3.138
O -3.026 -1.806 3.973
C -3.293 -1.556 5.353
C -2.035 -1.879 6.129
C -1.578 -3.324 5.971
N -2.301 -1.579 7.548
H -4.111 -0.150 3.356
H -4.987 -1.681 3.235
H -3.660 -1.347 2.109
H -3.597 -0.509 5.475
H -4.194 -2.115 5.641
H -1.252 -1.201 5.782
H -2.371 -4.039 6.197
H -0.680 -3.514 6.555
H -1.331 -3.500 4.916
H -1.460 -1.745 8.087
H -3.002 -2.205 7.926
C 1.427 3.498 1.405
O 1.562 4.229 0.212
C 0.570 3.950 -0.726
C 0.679 4.849 -1.945
C 0.374 6.292 -1.619
N -0.287 4.360 -2.967
H 1.648 2.436 1.237
H 0.417 3.515 1.822
H 2.127 3.910 2.127
H 0.543 2.899 -1.061
H -0.463 4.074 -0.353
H 1.661 4.741 -2.422
H 0.522 6.936 -2.486
H 1.030 6.659 -0.824
H -0.647 6.391 -1.247
H -0.261 3.333 -3.054
H 0.057 4.677 -3.868
C -1.507 -2.023 -3.031
O -0.380 -1.571 -3.746
C -0.729 -0.673 -4.798
C -1.350 0.654 -4.328
C -1.728 1.479 -5.532
N -0.371 1.389 -3.501
H -1.878 -1.298 -2.297
H -1.280 -2.921 -2.454
H -2.321 -2.286 -3.712
H 0.219 -0.473 -5.299
H -1.423 -1.185 -5.476
H -2.226 0.477 -3.703
H -2.166 2.435 -5.247
H -2.478 0.924 -6.104
H -0.904 1.698 -6.215
H -0.141 0.806 -2.703
H 0.461 1.519 -4.070
O 4.974 2.173 0.282
C 4.565 2.091 1.655
C 3.997 0.706 1.917
O 5.042 -0.251 1.944
H 5.279 3.077 0.151
H 5.452 2.267 2.270
H 3.820 2.853 1.868
H 3.281 0.504 1.110
H 3.419 0.678 2.839
H 5.741 0.056 1.359
O 1.904 -3.136 -3.614
C 3.103 -2.425 -3.994
C 3.955 -3.382 -4.810
O 3.443 -3.447 -6.140
H 1.194 -2.473 -3.649
H 2.808 -1.541 -4.567
H 3.589 -2.095 -3.069
H 3.861 -4.374 -4.363
H 4.981 -3.021 -4.841
H 2.522 -3.717 -6.054
O -2.482 -3.960 0.385
C -1.653 -5.121 0.417
C -2.360 -6.221 -0.364
O -2.349 -5.949 -1.760
H -2.045 -3.328 0.997
H -0.693 -4.869 -0.054
H -1.386 -5.382 1.446
H -3.407 -6.190 -0.040
H -1.902 -7.188 -0.173
H -2.640 -5.033 -1.856
O 3.678 -4.840 2.219
C 3.157 -3.579 1.806
C 2.611 -2.785 2.956
O 1.462 -3.357 3.544
H 4.030 -5.299 1.453
H 3.996 -3.027 1.362
H 2.434 -3.722 0.994
H 2.443 -1.750 2.656
H 3.448 -2.639 3.654
H 1.702 -3.761 4.381
*
```

The energy above the lowest of the compared OMol25 structures with the same formula, charge and spin is 67.15 kJ/mol. Its orbital gap is 9.2 eV. As for the maximum force: 2.22 eV Å⁻¹. The HOMO energy comes out at -8.88 eV. The value obtained for the LUMO energy is 0.3 eV.



Record 3
Molecular formula: C36H101N7O15
Method: DFT, ωB97M-V with the def2-TZVPD basis set

Geometry as ORCA input:
```
! wB97M-V def2-TZVPD RIJCOSX def2/J DEFGRID3
* xyz 0 1
C 24.938 -7.362 -19.708
O 25.118 -7.921 -21.049
C 26.452 -7.839 -21.586
C 26.442 -8.269 -23.114
C 25.841 -9.697 -23.306
N 27.771 -8.497 -23.636
H 24.099 -7.885 -19.249
H 24.688 -6.302 -19.648
H 25.812 -7.313 -19.058
H 26.880 -6.884 -21.282
H 27.009 -8.530 -20.953
H 25.979 -7.462 -23.683
H 26.362 -10.635 -23.113
H 25.330 -9.805 -24.262
H 24.901 -9.813 -22.766
H 27.838 -8.382 -24.637
H 28.573 -8.067 -23.196
C 21.404 -7.153 -24.792
O 22.085 -5.974 -25.038
C 22.122 -5.086 -23.941
C 22.457 -3.628 -24.388
C 22.225 -2.705 -23.226
N 21.514 -3.265 -25.495
H 20.374 -7.064 -24.447
H 21.828 -7.760 -23.993
H 21.257 -7.736 -25.702
H 21.222 -5.107 -23.326
H 22.786 -5.571 -23.226
H 23.469 -3.516 -24.775
H 22.700 -1.775 -23.540
H 22.745 -3.098 -22.353
H 21.199 -2.421 -22.993
H 20.549 -3.440 -25.251
H 21.709 -4.031 -26.123
C 17.616 0.118 -14.226
O 18.160 1.167 -13.431
C 17.412 2.323 -12.945
C 16.956 3.040 -14.141
C 18.130 3.736 -14.944
N 16.017 4.038 -13.854
H 18.476 -0.259 -14.778
H 16.773 0.344 -14.879
H 17.236 -0.640 -13.541
H 16.537 1.914 -12.440
H 17.934 3.017 -12.286
H 16.285 2.365 -14.673
H 18.756 2.896 -15.245
H 18.773 4.421 -14.392
H 17.760 4.246 -15.834
H 15.269 3.652 -13.296
H 15.578 4.199 -14.750
C 17.554 1.800 -20.450
O 17.655 2.547 -21.644
C 16.990 1.937 -22.684
C 16.910 3.027 -23.832
C 16.463 4.503 -23.480
N 16.055 2.577 -24.868
H 17.419 0.724 -20.560
H 16.622 2.070 -19.952
H 18.410 2.079 -19.836
H 17.557 1.099 -23.091
H 16.013 1.642 -22.301
H 17.922 3.152 -24.217
H 16.453 5.197 -24.321
H 17.088 4.718 -22.614
H 15.469 4.693 -23.074
H 15.212 2.203 -24.457
H 15.582 3.328 -25.351
C 19.365 -9.141 -13.350
O 20.580 -8.538 -13.550
C 20.528 -7.179 -13.915
C 21.801 -6.479 -13.635
C 22.244 -6.381 -12.149
N 21.647 -5.010 -13.954
H 19.429 -10.147 -13.764
H 18.492 -8.834 -13.925
H 19.020 -9.094 -12.318
H 20.229 -7.146 -14.962
H 19.855 -6.583 -13.298
H 22.588 -6.678 -14.362
H 23.320 -6.480 -12.004
H 21.784 -7.160 -11.541
H 21.915 -5.501 -11.597
H 21.120 -4.787 -14.786
H 21.305 -4.391 -13.233
C 26.091 3.661 -15.591
O 24.769 3.660 -14.930
C 23.848 4.564 -15.451
C 24.326 6.067 -15.579
C 25.423 6.455 -16.650
N 24.818 6.527 -14.310
H 26.409 2.643 -15.368
H 26.915 4.182 -15.102
H 26.172 3.927 -16.645
H 23.685 4.110 -16.429
H 22.881 4.511 -14.951
H 23.368 6.573 -15.703
H 25.446 7.544 -16.640
H 25.193 6.002 -17.615
H 26.430 6.159 -16.355
H 24.247 6.218 -13.536
H 25.576 5.871 -14.189
C 13.903 -4.821 -20.745
O 15.280 -4.737 -21.007
C 16.130 -5.484 -20.084
C 17.532 -5.335 -20.565
C 18.634 -6.139 -19.789
N 18.007 -3.964 -20.479
H 13.398 -4.018 -21.282
H 13.720 -4.532 -19.710
H 13.448 -5.706 -21.189
H 15.992 -5.111 -19.069
H 15.720 -6.492 -20.145
H 17.514 -5.563 -21.631
H 18.600 -7.225 -19.885
H 18.569 -6.060 -18.704
H 19.662 -5.815 -19.946
H 17.178 -3.425 -20.270
H 18.264 -3.700 -21.420
O 22.078 4.244 -20.479
C 22.394 3.421 -21.607
C 23.955 3.282 -21.587
O 24.329 2.444 -20.557
H 21.130 4.384 -20.414
H 21.749 2.544 -21.650
H 22.158 4.007 -22.495
H 24.400 4.265 -21.432
H 24.412 2.780 -22.440
H 23.708 2.580 -19.837
O 24.458 1.659 -9.059
C 23.907 1.513 -10.321
C 22.522 0.899 -10.336
O 22.674 -0.381 -9.623
H 25.248 1.123 -8.954
H 23.705 2.448 -10.842
H 24.631 1.004 -10.959
H 22.317 0.622 -11.370
H 21.791 1.515 -9.812
H 23.489 -0.471 -9.123
O 28.269 -5.292 -15.660
C 28.042 -4.829 -14.255
C 29.294 -5.135 -13.311
O 28.988 -4.858 -11.921
H 27.476 -5.017 -16.127
H 27.879 -3.753 -14.188
H 27.169 -5.411 -13.956
H 30.103 -4.491 -13.657
H 29.472 -6.209 -13.367
H 29.825 -4.949 -11.459
O 21.200 -2.425 -17.480
C 22.202 -1.444 -17.777
C 23.211 -1.021 -16.628
O 24.041 -2.145 -16.278
H 20.680 -2.637 -18.258
H 22.796 -1.865 -18.588
H 21.658 -0.518 -17.968
H 22.756 -0.733 -15.680
H 23.806 -0.191 -17.010
H 23.557 -2.868 -15.873
*
```

The energy above the lowest of the compared OMol25 structures with the same formula, charge and spin is 948.53 kJ/mol. Its orbital gap is 8.8 eV. As for the maximum force: 3.94 eV Å⁻¹. The HOMO energy comes out at -8.81 eV. The value obtained for the LUMO energy is 0.0 eV.



The lowest energy above the lowest of the compared OMol25 structures with the same formula, charge and spin belongs to which entry?
number 2



Which of these has the highest energy above the lowest of the compared OMol25 structures with the same formula, charge and spin?
number 3



The lowest energy above the lowest of the compared OMol25 structures with the same formula, charge and spin belongs to which entry?
number 2